Entry from the OMol25 dataset: an isolated molecule of C5H10N2 in a non-equilibrium geometry (ωB97M-V/def2-TZVPD).

The geometry in XYZ format:
```
17
C5H10N2 | the OMol25 dataset | ωB97M-V/def2-TZVPD
H 0.5121 2.5641 0.0615
H -0.5775 1.9220 -1.9273
C -1.6247 -1.2101 0.0890
H 1.9493 -1.6341 -0.6995
N 0.2284 1.4191 -1.5852
H 1.8561 -2.8915 0.6590
C -0.4900 0.8713 0.9746
H 0.3964 0.6498 -2.2091
H -2.6363 -0.8458 0.2131
H -1.3566 1.5306 0.8802
C 1.4235 -1.9697 0.2308
N 0.6083 -1.2774 0.8800
C -0.5586 -0.5675 0.5595
C 0.4027 1.5023 -0.1724
H 1.4693 1.1786 0.0444
H -0.0210 1.0533 1.9425
H -1.5815 -2.2949 0.0589
```

DFT total energy = -8324.38417 eV
lowest unoccupied orbital energy = 0.85 eV
net charge = 0
Kohn-Sham gap = 9.0 eV
M = 98.15 g/mol